{
  "formula": "C5H12N",
  "method": "wB97M-V/def2-TZVPD",
  "elements": ["C", "C", "N", "C", "C", "C", "H", "H", "H", "H", "H", "H", "H", "H", "H", "H", "H", "H"],
  "xyz": [[-0.14150, 1.72076, -4.17025], [0.02213, 0.39420, 0.11163], [0.02344, 0.47294, -1.21746], [0.75669, -1.73483, 2.61870], [-0.16213, -0.52341, 2.40149], [-0.63427, -0.43541, 1.02809], [0.35502, 0.88431, -3.67170], [-0.65409, 1.32904, -5.11142], [0.56052, 2.55799, -4.47483], [-0.87943, 2.17956, -3.42472], [0.13636, -2.64306, 2.41807], [0.67120, 1.17099, 0.46152], [1.63288, -1.74144, 1.85874], [1.19206, -1.95550, 3.59184], [0.48077, 0.42864, 2.70415], [-0.97172, -0.62961, 3.11755], [-0.15779, -0.43237, -1.68183], [-1.57535, -0.98693, 0.79684]],
  "forces_ev_per_a": [[-0.8842, 0.9939, -0.5118], [0.3511, 0.9223, -3.5406], [0.6349, -1.3826, 2.2469], [1.0790, -2.4790, -2.5136], [1.5700, 2.7841, 1.6215], [-0.4695, -1.1481, 0.9980], [0.2299, 0.3699, -0.2949], [0.4962, 0.6514, 1.3961], [-0.6262, -1.2582, 0.4447], [0.7848, -0.7153, -1.2217], [0.6240, 0.4923, -0.0698], [-0.0426, 0.6411, 1.0132], [-1.4647, 0.0378, 1.2534], [-0.3247, 1.0483, 0.2809], [-1.4395, -1.7577, -0.7971], [-0.3483, 0.0597, -0.0809], [-0.9812, 0.3486, 0.0453], [0.8110, 0.3912, -0.2696]],
  "mol_weight_g_mol": 86.2,
  "orbital_gap_ha": 0.2580,
  "homo_energy_ha": -0.5644,
  "relative_energy_kj_mol": 497.2,
  "e_tot_ev": -6858.405,
  "charge": 1
}

---

{
  "formula": "C5H12N",
  "method": "wB97M-V/def2-TZVPD",
  "elements": ["C", "C", "C", "C", "C", "N", "H", "H", "H", "H", "H", "H", "H", "H", "H", "H", "H", "H"],
  "xyz": [[1.63539, -0.04095, -0.55138], [0.95878, -1.34535, -0.18677], [-0.54587, -1.26968, -0.55258], [-1.25921, -0.35931, 0.52529], [-0.55131, 0.16664, 1.52484], [-0.38380, 2.22198, -0.46987], [2.72023, -0.24682, -0.91221], [1.12392, 0.47073, -1.37555], [1.54652, 0.65689, 0.31364], [1.54818, -2.27835, -0.52341], [0.92532, -1.19432, 0.94885], [-0.62786, -0.62595, -1.49248], [-1.03495, -2.21296, -0.60403], [-2.33662, -0.20042, 0.42585], [-0.80223, 0.22857, 2.59397], [0.02031, 2.92014, 0.07071], [-0.69110, 1.50665, 0.31612], [-1.13178, 2.51390, -1.02878]],
  "forces_ev_per_a": [[2.0092, 0.4300, -1.0366], [0.1322, -0.0978, 1.2075], [0.2478, 2.3778, 0.0233], [2.8768, -1.8753, 0.5830], [-3.9562, -1.7762, -0.8494], [-0.2590, -4.0671, 2.2181], [-1.7212, 0.7171, 1.0535], [0.2914, -0.2269, 0.0682], [0.8729, -0.3666, -0.9752], [-1.3677, 1.4265, 0.6961], [0.3611, -1.3832, -0.3863], [-0.3775, -1.2130, 0.8134], [-0.6931, -0.6266, -0.2351], [0.0830, 0.8073, -0.0805], [1.4676, -0.1945, 0.0866], [0.7561, 2.1014, 0.5939], [0.5732, 3.1195, -3.1863], [-1.2965, 0.8477, -0.5944]],
  "mol_weight_g_mol": 86.2,
  "orbital_gap_ha": 0.1954,
  "homo_energy_ha": -0.5035,
  "relative_energy_kj_mol": 718.3,
  "e_tot_ev": -6856.114,
  "charge": 1
}

---

{
  "formula": "C5H12N",
  "method": "wB97M-V/def2-TZVPD",
  "elements": ["C", "N", "C", "C", "C", "C", "H", "H", "H", "H", "H", "H", "H", "H", "H", "H", "H", "H"],
  "xyz": [[1.88145, 0.26948, -1.75696], [0.80048, -0.36460, -1.64172], [0.40444, -1.19009, -0.48684], [-0.94402, -0.78242, 0.06875], [-1.23194, 0.63349, 0.64193], [-0.47375, 0.99079, 1.88363], [2.28122, 0.84433, -2.56096], [2.70520, 0.09478, -1.03767], [0.00697, -0.33523, -2.29079], [1.10829, -0.91977, 0.32751], [0.75448, -2.24474, -0.49229], [-1.46667, -1.55151, 0.65786], [-1.62038, -0.75953, -0.81162], [-2.34504, 0.65243, 0.82217], [-1.14103, 1.40961, -0.11282], [-0.87994, 1.81198, 2.49055], [-0.41050, 0.12271, 2.57466], [0.57074, 1.31830, 1.72461]],
  "forces_ev_per_a": [[2.1582, -0.8519, 0.7534], [-1.3604, -0.6850, 0.1048], [2.2590, 0.4212, 3.5296], [-2.4885, 0.0927, -1.9561], [-0.8522, -0.2623, 0.0609], [1.0341, -0.0597, 1.5329], [-0.9619, 0.5406, -1.0343], [-1.0021, 0.0556, 0.2139], [0.6266, 0.5562, -0.4402], [0.0607, 0.4464, -0.3906], [-1.2029, 0.2939, -1.2238], [0.9136, 0.0882, 0.1670], [0.0633, -0.3337, 0.0321], [1.0817, -0.2439, 0.0757], [0.3878, 0.0627, -0.3235], [-0.3091, -0.2239, -0.4424], [-0.0967, 0.4098, -0.3552], [-0.3112, -0.3069, -0.3042]],
  "mol_weight_g_mol": 86.2,
  "orbital_gap_ha": 0.3627,
  "homo_energy_ha": -0.5575,
  "relative_energy_kj_mol": 202.0,
  "e_tot_ev": -6861.465,
  "charge": 1,
  "smiles": "C=[NH+]CCCC"
}

---

{
  "formula": "C5H12N",
  "method": "wB97M-V/def2-TZVPD",
  "elements": ["C", "C", "C", "C", "C", "N", "H", "H", "H", "H", "H", "H", "H", "H", "H", "H", "H", "H"],
  "xyz": [[-2.11181, -0.46321, 1.35919], [-2.53321, -0.06897, -0.07995], [-1.31981, 0.64257, -0.89671], [-0.05634, -0.23975, -0.89665], [0.72076, -0.28683, 0.21414], [4.69677, 0.15818, 0.18528], [-1.05123, -0.81211, 1.30322], [-2.65280, -1.21487, 1.82476], [-2.15713, 0.48270, 1.88004], [-3.31594, 0.63732, -0.09552], [-2.74628, -0.96314, -0.78283], [-1.05936, 1.61045, -0.36874], [-1.72966, 0.86132, -1.97293], [0.17289, -0.94677, -1.70625], [1.82862, -0.46195, 0.12644], [3.70510, -0.07326, 0.46292], [4.77955, 1.15697, 0.32468], [4.82989, -0.01867, -0.88109]],
  "forces_ev_per_a": [[1.4581, 2.0480, -2.4552], [2.4243, -3.1686, -1.2124], [-0.6057, 1.2484, -1.0065], [-0.2056, 1.8351, 3.6329], [-0.3732, -2.5318, -5.5868], [-1.1316, -0.7533, -1.9300], [-0.7040, 0.1985, 0.5038], [-1.2620, -1.2922, 0.7609], [0.0942, -0.0516, 0.7910], [-0.9146, 0.7946, -0.1450], [-0.1909, 1.2788, 1.4681], [-0.3841, -0.9461, -0.7025], [1.1811, -0.3966, 2.0429], [-0.1268, -0.3783, 0.3852], [-0.5034, 1.3605, 1.4784], [1.6215, 0.2062, -0.5472], [0.1279, 0.1600, -0.0384], [-0.5052, 0.3884, 2.5607]],
  "mol_weight_g_mol": 86.2,
  "orbital_gap_ha": 0.1771,
  "homo_energy_ha": -0.4934,
  "relative_energy_kj_mol": 668.3,
  "e_tot_ev": -6856.632,
  "charge": 1
}

---

{
  "formula": "C5H12N2",
  "method": "wB97M-V/def2-TZVPD",
  "elements": ["N", "C", "C", "C", "C", "C", "N", "H", "H", "H", "H", "H", "H", "H", "H", "H", "H", "H", "H"],
  "xyz": [[-0.98446, -2.32047, -0.59979], [-1.06225, -0.93998, -1.04462], [0.23769, -0.23901, -0.49017], [0.18635, -0.29826, 1.11483], [0.08469, 1.19321, 1.45472], [1.11057, 1.71715, 0.42327], [0.52237, 1.15325, -0.81217], [-1.47270, -2.95721, -1.21335], [-1.36728, -2.38930, 0.33228], [-1.95120, -0.34156, -0.74480], [-1.03364, -0.87139, -2.13196], [1.18256, -0.80682, -0.67645], [1.16248, -0.67739, 1.41371], [-0.65123, -0.85437, 1.56288], [-0.83737, 1.49518, 0.96638], [0.30837, 1.61015, 2.42670], [2.07277, 1.22806, 0.54414], [1.18540, 2.81049, 0.42424], [1.19742, 1.20570, -1.56253]],
  "forces_ev_per_a": [[-0.3344, 0.0524, -0.0821], [1.5741, 1.3723, -0.2575], [0.2178, -1.3254, 1.6302], [-0.1278, 0.8737, -0.2177], [1.3430, -0.0257, -1.8268], [-1.0312, -0.1485, -0.2824], [-0.4374, 0.7182, -0.0494], [-0.1447, 0.0534, 0.0892], [-0.0312, -0.3075, -0.0418], [0.3835, -0.4294, 0.1491], [-0.0333, -0.2685, -0.1149], [-1.1162, -0.3260, -0.6161], [-0.2915, -0.3035, 0.5104], [0.4578, -0.1161, -0.3619], [-0.5313, 0.5768, 0.8669], [-0.4253, -0.4208, 0.4460], [0.5569, 0.3187, 0.5849], [0.0950, -0.2485, -0.2896], [-0.1236, -0.0456, -0.1367]],
  "mol_weight_g_mol": 100.2,
  "orbital_gap_ha": 0.3622,
  "homo_energy_ha": -0.3192,
  "relative_energy_kj_mol": 121.0,
  "e_tot_ev": -8358.883,
  "smiles": "NC[C@@H]1CCCN1"
}

---

{
  "formula": "C5H12N2",
  "method": "wB97M-V/def2-TZVPD",
  "elements": ["C", "C", "C", "C", "N", "C", "N", "H", "H", "H", "H", "H", "H", "H", "H", "H", "H", "H", "H"],
  "xyz": [[-2.05885, 0.87387, 2.06826], [-1.29629, 1.24655, 1.00447], [-1.43999, 0.63712, -0.34507], [-0.37951, -0.34932, -0.52191], [0.88737, 0.44038, -0.40622], [2.00405, -0.31805, -0.92638], [2.04089, -1.68495, -0.42675], [-1.96811, 1.40245, 3.07321], [-2.65682, -0.10448, 1.95950], [-0.48703, 2.00024, 1.08964], [-2.43707, 0.26937, -0.67945], [-1.26874, 1.35609, -1.11984], [-0.47632, -1.00954, 0.32641], [-0.37875, -0.79520, -1.57373], [1.00538, 0.55197, 0.58665], [2.08384, -0.29616, -2.05813], [2.86021, 0.09594, -0.62232], [2.82648, -2.27893, -0.78316], [1.13925, -2.03737, -0.64520]],
  "forces_ev_per_a": [[0.8982, -0.4344, -0.3079], [-1.3558, 0.3183, 1.6372], [-1.8330, 0.5601, -1.1118], [1.5792, 0.1340, -1.5075], [-0.1779, -1.3044, -0.7584], [-1.4550, -1.4818, -1.9068], [0.9949, -0.2912, 0.2784], [-0.1364, -1.0630, -1.4360], [0.4702, 1.9854, 0.3504], [-0.9386, -0.2269, 0.0756], [0.3295, -0.1483, 1.1700], [0.2601, 1.0058, -0.2614], [0.1907, -1.1886, -0.2400], [-0.1884, 0.1178, 1.5382], [0.5279, 0.1488, 0.3284], [-0.7929, 0.2269, 0.9018], [3.3213, 2.0572, 1.2460], [-1.3269, 0.8951, 0.2179], [-0.3670, -1.3108, -0.2143]],
  "mol_weight_g_mol": 100.2,
  "orbital_gap_ha": 0.3788,
  "homo_energy_ha": -0.3382,
  "relative_energy_kj_mol": 235.8,
  "e_tot_ev": -8357.692,
  "smiles": "C=CCCNCN"
}

---

{
  "formula": "C5H12N2",
  "method": "wB97M-V/def2-TZVPD",
  "elements": ["C", "C", "C", "C", "C", "N", "N", "H", "H", "H", "H", "H", "H", "H", "H", "H", "H", "H", "H"],
  "xyz": [[-0.48910, 0.80333, -0.35763], [1.33255, -0.88805, -1.14814], [1.89871, 1.12625, 0.33111], [-1.62010, -0.95646, 0.70837], [0.79128, 0.04583, -0.01476], [-2.96537, 0.86289, -0.07720], [-1.74423, 0.33693, -0.00447], [-0.37843, 1.73506, -0.84837], [1.29979, -0.42737, -2.14668], [0.82798, -1.73944, -1.09453], [2.39666, -0.97157, -0.99378], [1.37313, 2.01785, 0.87656], [2.49154, 1.54468, -0.42184], [2.53769, 0.64983, 1.07852], [-1.18524, -0.69336, 1.68882], [-2.52617, -1.40268, 0.95766], [-1.16784, -1.71856, 0.13188], [0.76365, -0.58518, 0.95856], [-3.63650, 0.26001, 0.37591]],
  "forces_ev_per_a": [[-2.8216, -1.9828, 1.1863], [1.6693, 4.6560, 0.2341], [-2.6042, 0.3522, 2.8487], [0.3231, 1.2413, 1.2733], [1.1228, 0.4984, 0.4064], [1.9600, 1.0389, -0.9117], [1.4373, -0.2806, 0.1462], [-0.3735, 0.7579, -0.3506], [-0.5852, -0.0533, 0.3020], [-1.8209, -3.9482, -0.2449], [0.3813, -0.7209, 0.3359], [1.0061, -1.5275, -0.8764], [0.6528, 0.3061, -1.5726], [0.2514, 0.2539, -0.1625], [0.3433, -0.6867, -0.6075], [-2.1833, -0.0595, 0.1127], [1.2831, -0.3788, -0.4413], [-0.3975, 1.0734, -1.7578], [0.3557, -0.5398, 0.0798]],
  "mol_weight_g_mol": 100.2,
  "orbital_gap_ha": [0.2996, 0.2996],
  "homo_energy_ha": [-0.2688, -0.2689],
  "relative_energy_kj_mol": 391.3,
  "e_tot_ev": -8356.081
}

---

{
  "formula": "C5H12N2",
  "method": "wB97M-V/def2-TZVPD",
  "elements": ["C", "C", "C", "C", "N", "C", "N", "H", "H", "H", "H", "H", "H", "H", "H", "H", "H", "H", "H"],
  "xyz": [[2.01428, 0.78238, 0.66794], [0.77774, 0.34106, -0.06171], [1.12953, -1.01046, -0.77756], [-0.21515, 0.14733, 1.02633], [-1.41588, -0.26336, 0.93141], [-2.00763, -0.37518, -0.37818], [-3.47528, -0.58164, -0.47611], [2.66837, 0.96236, -0.14426], [2.41126, 0.01008, 1.28050], [1.70356, 1.65011, 1.22375], [0.43618, 1.11600, -0.77509], [1.39090, -1.69624, -0.02252], [2.10194, -0.79424, -1.28042], [0.25048, -1.14988, -1.39088], [0.27009, 0.24086, 2.02577], [-1.71665, 0.38421, -1.05116], [-1.66125, -1.21187, -0.73383], [-4.06630, 0.28191, -0.33703], [-3.87729, -1.22560, 0.12094]],
  "forces_ev_per_a": [[-0.7634, 0.8438, -1.1533], [0.2923, -0.6935, 0.1950], [0.1828, 3.2038, -0.3667], [-1.1082, -1.1723, 0.3781], [0.1506, 1.2460, 1.0155], [-3.2151, 2.0596, 2.2268], [0.2162, 3.7183, -1.1833], [1.4640, 0.8397, -0.2385], [0.2454, -0.6033, 0.7042], [0.7763, 0.5709, 0.4027], [0.2402, -0.3975, 0.1378], [-0.3883, -1.3515, 0.7394], [-1.0210, -0.3932, -0.4385], [0.5128, -1.2288, -0.5160], [-0.8853, -0.1999, -0.3243], [0.1369, 1.2244, -0.6945], [2.0989, -4.7471, -2.2307], [1.3314, -1.0704, -0.2385], [-0.2663, -1.8490, 1.5849]],
  "mol_weight_g_mol": 100.2,
  "orbital_gap_ha": 0.3799,
  "homo_energy_ha": -0.3420,
  "relative_energy_kj_mol": 212.1,
  "e_tot_ev": -8357.938,
  "smiles": "CC(C)/C=N\\CN"
}